Entry from OMol25: a gas-phase ion, C5H6N (charge +1) (ωB97M-V/def2-TZVPD).

Computed properties:
ΔE to the lowest compared entry with this formula, charge and spin   171.7 kcal per mole
Charge   +1
HOMO level (alpha / beta)   -13.38 / -13.33 eV

CARTESIAN COORDINATES (ANGSTROEM)
N (0.253, -0.627, 1.744)
C (0.513, 0.037, -1.300)
C (-0.258, -0.815, 0.517)
C (-0.597, 0.380, -0.271)
C (0.957, -1.028, -0.434)
C (0.944, -0.509, 2.659)
H (-1.642, 0.261, -0.564)
H (-0.394, 1.265, 0.378)
H (1.054, -0.581, 3.696)
H (1.257, 0.591, -1.734)
H (-0.064, -0.237, -2.285)
H (-1.028, -1.475, 0.718)